Entry 1:
{"formula": "C24H35N3O5S", "method": "wB97M-V/def2-TZVPD", "charge": 0, "e_homo_ev": -8.19, "gap_ha": 0.319, "e_tot_ev": -50999.8599, "species": ["C", "O", "C", "C", "N", "C", "O", "C", "C", "C", "C", "C", "N", "S", "O", "O", "C", "C", "C", "C", "C", "C", "C", "C", "C", "N", "C", "O", "C", "C", "C", "C", "C", "H", "H", "H", "H", "H", "H", "H", "H", "H", "H", "H", "H", "H", "H", "H", "H", "H", "H", "H", "H", "H", "H", "H", "H", "H", "H", "H", "H", "H", "H", "H", "H", "H", "H", "H"], "positions_angstrom": [[3.36418, 0.18793, -3.07048], [2.53490, 0.85958, -2.14218], [2.45826, 2.24799, -2.37334], [1.33000, 2.85545, -1.54044], [1.59711, 2.77450, -0.12600], [0.76080, 2.15372, 0.73291], [-0.33974, 1.76929, 0.38612], [1.24647, 2.00789, 2.17566], [2.76434, 1.97498, 2.36254], [3.37835, 0.79042, 1.61994], [2.76812, -0.53328, 2.09010], [3.33677, -1.70427, 1.27339], [3.03749, -1.67612, -0.13648], [2.04571, -2.79781, -0.84250], [2.38100, -2.77467, -2.24030], [2.19794, -4.02097, -0.10977], [0.36885, -2.21123, -0.66132], [-0.04748, -1.12509, -1.40583], [-1.32461, -0.60855, -1.24426], [-2.15920, -1.20044, -0.30651], [-1.74199, -2.33912, 0.40129], [-0.47479, -2.84642, 0.23715], [-2.86202, -2.82470, 1.27233], [-4.06888, -2.04159, 0.73115], [-4.90380, -2.87004, -0.24124], [-3.46943, -0.89834, 0.02887], [-4.20641, 0.24505, -0.13875], [-5.39993, 0.23870, 0.09780], [-3.46035, 1.46385, -0.55398], [-3.77584, 2.06330, -1.90365], [-4.24878, 2.73927, -0.66323], [1.24387, -0.48613, 2.00619], [0.66077, 0.71276, 2.74839], [4.41314, 0.47717, -2.93799], [3.06107, 0.42133, -4.09701], [3.24425, -0.88095, -2.89306], [3.41946, 2.72761, -2.12192], [2.25354, 2.44140, -3.43670], [1.19332, 3.90035, -1.84216], [0.40354, 2.30287, -1.71264], [2.50036, 3.09033, 0.18508], [0.83090, 2.86232, 2.72487], [3.23127, 2.91253, 2.04853], [2.96721, 1.86898, 3.43144], [3.20606, 0.90186, 0.54846], [4.45831, 0.77056, 1.78535], [3.05829, -0.69705, 3.13458], [2.94735, -2.65731, 1.63732], [4.42853, -1.71897, 1.39234], [2.98681, -0.77309, -0.57799], [0.63872, -0.68735, -2.11210], [-1.65334, 0.21860, -1.84789], [-0.12059, -3.71518, 0.76850], [-3.00998, -3.90063, 1.19308], [-2.66209, -2.58420, 2.31933], [-4.71704, -1.65319, 1.52150], [-5.69638, -2.25343, -0.65650], [-5.35298, -3.71413, 0.27548], [-4.27778, -3.23955, -1.05104], [-2.44206, 1.52086, -0.19658], [-4.50725, 1.55677, -2.51566], [-2.96218, 2.50380, -2.46130], [-5.30023, 2.67831, -0.42741], [-3.76904, 3.65423, -0.35256], [0.94273, -0.41892, 0.96092], [0.82838, -1.41067, 2.41209], [-0.42245, 0.72003, 2.62387], [0.88848, 0.64879, 3.81422]], "nbo_charge": [-0.271, -0.569, -0.061, -0.245, -0.616, 0.703, -0.661, -0.311, -0.401, -0.409, -0.230, -0.217, -0.887, 2.329, -0.952, -0.947, -0.374, -0.125, -0.263, 0.257, -0.049, -0.180, -0.435, -0.024, -0.618, -0.460, 0.699, -0.619, -0.362, -0.401, -0.397, -0.418, -0.381, 0.167, 0.170, 0.237, 0.160, 0.179, 0.198, 0.240, 0.395, 0.235, 0.195, 0.216, 0.197, 0.212, 0.203, 0.232, 0.192, 0.415, 0.232, 0.230, 0.244, 0.226, 0.222, 0.225, 0.234, 0.210, 0.205, 0.276, 0.221, 0.212, 0.238, 0.216, 0.215, 0.214, 0.232, 0.198]}



Entry 2:
{"formula": "C28H49LaN2OP3S", "method": "wB97M-V/def2-TZVPD", "charge": 3, "e_homo_ev": -14.49, "gap_ha": 0.178, "e_tot_ev": -74395.7788, "species": ["La", "P", "P", "P", "H", "C", "C", "H", "C", "C", "C", "C", "C", "C", "C", "C", "C", "H", "H", "H", "H", "H", "H", "H", "H", "H", "H", "H", "H", "H", "H", "H", "H", "H", "H", "H", "H", "H", "H", "H", "H", "H", "H", "H", "H", "H", "C", "C", "C", "C", "C", "C", "S", "H", "H", "H", "H", "H", "H", "C", "N", "N", "C", "O", "C", "C", "C", "C", "C", "C", "C", "C", "C", "H", "H", "H", "H", "H", "H", "H", "H", "H", "H", "H", "H"], "positions_angstrom": [[-0.29060, -0.28078, -0.93948], [2.14101, 1.65667, 0.64481], [-1.67641, 2.30072, -0.17005], [0.81921, 1.73563, -2.87724], [0.68932, -4.47081, -1.04038], [1.63920, -4.88358, -1.35239], [2.79151, -4.21971, -1.15380], [2.91779, -3.27144, -0.63196], [2.23186, 1.16416, 2.36738], [1.86031, 3.44442, 0.69277], [3.76543, 1.45207, -0.13391], [-3.48195, 2.02476, -0.44136], [-1.75716, 2.68494, 1.61090], [-1.58104, 4.02249, -0.81469], [2.05520, 0.83074, -3.88590], [1.59929, 3.40221, -2.86558], [-0.46421, 2.02245, -4.14968], [1.61739, -5.87070, -1.80786], [3.69341, -4.76967, -1.38778], [2.56649, 0.12759, 2.46163], [1.23825, 1.23911, 2.82045], [2.93073, 1.85888, 2.83231], [0.89213, 3.70862, 1.16295], [1.94339, 3.91846, -0.30755], [2.70912, 3.76877, 1.34793], [4.05922, 0.38890, -0.13884], [4.45289, 2.05070, 0.48002], [3.74878, 1.81784, -1.17358], [-3.99438, 2.98820, -0.27971], [-3.85997, 1.27608, 0.27110], [-3.65397, 1.67951, -1.47229], [-2.60987, 3.34658, 1.80247], [-0.84827, 3.18654, 1.94872], [-1.89397, 1.77845, 2.20347], [-2.49185, 4.56319, -0.51790], [-1.50698, 4.03471, -1.90920], [-0.71398, 4.54173, -0.38911], [2.18412, 1.34544, -4.84707], [1.71762, -0.19462, -4.07244], [3.01313, 0.78815, -3.35353], [1.72381, 3.75758, -3.90084], [2.58816, 3.37798, -2.38887], [0.96932, 4.12506, -2.33121], [0.02295, 2.42233, -5.04693], [-1.21006, 2.73814, -3.78812], [-0.97952, 1.08652, -4.38997], [-1.15737, -2.03195, -4.26244], [-1.92137, -1.90556, -5.45071], [-1.58149, -2.58695, -6.60709], [-0.43728, -3.40873, -6.62875], [0.36918, -3.46956, -5.47970], [0.03297, -2.78695, -4.30048], [-1.85473, -1.31103, -2.85711], [1.44264, 0.47975, 0.25348], [-2.81881, -1.28956, -5.40790], [-2.23625, -2.49267, -7.47739], [-0.18492, -3.95449, -7.54130], [1.29929, -4.06086, -5.54055], [0.66536, -2.85442, -3.41456], [-0.37648, -1.93706, 5.79633], [0.08679, -1.97846, 4.41781], [-0.61981, -1.43958, 3.39768], [0.02567, -1.70546, 2.22365], [-0.30467, -1.16431, 1.08208], [1.11906, -2.54543, 2.55093], [1.13547, -2.65116, 3.92693], [2.09553, -3.34124, 4.81236], [-1.76721, -0.59686, 3.59462], [-1.71586, 0.42924, 4.53951], [-2.86892, 1.17870, 4.78024], [-4.03954, 0.91673, 4.05955], [-4.06203, -0.09213, 3.08880], [-2.92144, -0.85433, 2.85093], [0.27670, -2.60227, 6.36210], [-1.41071, -2.28697, 5.89587], [-0.28719, -0.93653, 6.23123], [1.80224, -2.98128, 1.83072], [2.53010, -2.65652, 5.55961], [1.63527, -4.19570, 5.33504], [2.91509, -3.72976, 4.19346], [-0.78823, 0.62531, 5.08009], [-2.83533, 1.97498, 5.52730], [-4.93394, 1.51341, 4.24974], [-4.96744, -0.29298, 2.51765], [-2.90714, -1.67240, 2.12263]], "lowdin_charge": [1.370, 0.854, 0.707, 0.659, 0.035, -0.056, -0.077, 0.017, -0.186, -0.154, -0.172, -0.242, -0.267, -0.251, -0.253, -0.267, -0.251, 0.068, 0.053, 0.070, 0.065, 0.079, 0.043, 0.053, 0.108, 0.083, 0.088, 0.049, 0.067, 0.045, 0.054, 0.078, 0.025, 0.011, 0.070, 0.035, 0.037, 0.074, 0.040, 0.040, 0.077, 0.031, 0.031, 0.072, 0.043, 0.023, -0.725, -0.131, -0.058, -0.050, -0.072, -0.136, 0.458, -0.077, 0.101, 0.121, 0.119, 0.118, 0.068, 0.047, -0.034, 0.067, -0.361, -0.380, 0.074, -0.238, 0.009, -0.202, -0.045, -0.046, -0.043, -0.053, -0.010, 0.102, 0.128, 0.094, 0.122, 0.110, 0.115, 0.103, 0.114, 0.128, 0.127, 0.125, 0.133]}



Which formula does entry 2 have? C28H49LaN2OP3S